Formula: C4H10O3
Source: OMol25
Level of theory: the ωB97M-V functional and the def2-TZVPD basis

The geometry in XYZ format:
```
17
Properties=species:S:1:pos:R:3:forces:R:3:nbo_charge:R:1
C -0.01143 -1.00237 -1.70579 -0.2986 -0.0166 0.0064 -0.64
C -0.69158 0.27555 -1.24428 2.5350 1.1282 1.2771 -0.08
O -1.43040 0.16450 -0.05164 -1.3806 -0.5322 0.3895 -0.54
C -0.73977 0.12623 1.12818 2.3810 2.0938 -1.9878 0.39
O -0.16927 -1.12081 1.40802 0.1274 0.2967 0.2389 -0.76
C 0.77888 1.23809 0.90946 -1.1775 -1.2596 3.3891 -0.15
O 1.91965 0.42379 0.87373 -0.0961 -0.1255 -0.3390 -0.73
H 0.43398 -0.82646 -2.68461 0.0363 -0.0410 -0.0418 0.21
H -0.72662 -1.82186 -1.78629 -0.0290 -0.0353 -0.0761 0.20
H 0.77178 -1.29304 -1.01052 0.0278 -0.0094 -0.0310 0.22
H -1.39487 0.66647 -1.97993 0.3432 0.2407 -0.0052 0.19
H 0.19325 1.00293 -0.84179 -2.2931 -1.3450 -2.4555 0.19
H -1.41186 0.48525 1.91402 0.3699 0.0086 -0.0033 0.16
H -0.86341 -1.74774 1.63981 -0.0015 0.0528 0.0053 0.49
H 0.94732 2.09911 0.26161 -0.6728 -0.4773 -0.6448 0.20
H 0.71015 1.74800 1.87719 0.0712 -0.1293 0.3392 0.15
H 1.68418 -0.41763 1.29283 0.0575 0.1503 -0.0610 0.49
```
Forces are in eV/Å.

Calculated values
**Electronic energy**: -384.03068 Eh
**Kohn-Sham gap**: 10.07 eV
**Strongest force on any atom**: 0.0739 hartree/bohr
**Energy relative to the best compared isomer or geometry (same formula, charge and spin)**: 3.237 eV
**SMILES**: CCO[C@@H](O)CO
**Total charge**: 0
**HOMO energy**: -9.39 eV